[1]
ORCA calculation (ωB97M-V/def2-TZVPD) on 10 unconnected molecules or ions with the total composition C51H151Cl2N25O10P8 at a distorted geometry.

Computed properties:
HOMO energy in eV: -8.045
Structure (SMILES): CN(C)P(=O)(N(C)C)N(C)C.CN(C)P(=O)(N(C)C)N(C)C.CN(C)P(=O)(N(C)C)N(C)C.CN(C)P(=O)(N(C)C)N(C)C.CN(C)P(=O)(N(C)C)N(C)C.CN(C)P(=O)(N(C)C)N(C)C.CN(C)P(=O)(N(C)C)N(C)C.CN(C)P(=O)(N(C)C)N(C)C.C[N+](=O)[O-].ClCCCl
E_tot in eV: -212417.7708
Lowest unoccupied orbital energy in eV: 0.1760
Molar mass in g mol⁻¹: 1593.63
Largest force on an atom in eV/Å: 4.63

```
247
C51H151Cl2N25O10P8 (ωB97M-V/def2-TZVPD)
C 8.979 -3.574 -0.289
N 8.289 -4.907 -0.178
C 8.356 -5.696 -1.378
P 7.373 -5.200 1.146
O 7.259 -4.000 2.047
N 5.927 -5.834 0.478
C 5.201 -6.874 1.305
C 5.067 -4.998 -0.414
N 8.279 -6.485 1.970
C 8.248 -7.814 1.412
C 9.514 -6.085 2.556
H 10.021 -3.656 -0.596
H 8.865 -2.905 0.564
H 8.608 -2.988 -1.130
H 7.427 -6.243 -1.533
H 9.220 -6.348 -1.244
H 8.285 -5.078 -2.273
H 4.896 -7.681 0.640
H 5.849 -7.411 1.997
H 4.435 -6.373 1.897
H 4.152 -5.523 -0.690
H 4.801 -4.052 0.059
H 5.691 -4.835 -1.292
H 7.480 -7.937 0.648
H 9.209 -7.935 0.912
H 8.178 -8.631 2.129
H 10.171 -5.884 1.709
H 9.827 -6.922 3.179
H 9.445 -5.145 3.103
C -8.183 1.870 13.915
N -7.189 1.672 12.863
C -7.094 2.661 11.809
P -6.419 0.132 12.784
O -6.438 -0.655 14.042
N -7.320 -0.610 11.562
C -7.308 -0.338 10.141
C -8.170 -1.746 11.920
N -4.854 0.510 12.051
C -3.981 1.595 12.648
C -4.171 -0.663 11.383
H -8.780 0.981 14.119
H -8.851 2.641 13.529
H -7.616 2.238 14.771
H -6.263 2.431 11.142
H -6.785 3.664 12.103
H -7.959 2.683 11.147
H -6.476 0.345 9.974
H -7.154 -1.308 9.666
H -8.296 0.043 9.882
H -8.759 -1.575 12.821
H -8.885 -1.956 11.125
H -7.520 -2.616 12.018
H -3.933 2.440 11.960
H -4.531 1.868 13.549
H -2.983 1.207 12.848
H -3.604 -0.382 10.496
H -4.855 -1.460 11.091
H -3.482 -1.096 12.108
C -9.354 -1.979 1.565
N -9.086 -0.753 0.822
C -8.078 -1.015 -0.207
P -10.200 0.541 0.893
O -11.479 0.227 0.167
N -10.376 1.067 2.566
C -9.330 0.909 3.547
C -11.405 2.031 2.822
N -9.389 1.967 0.230
C -9.791 2.619 -1.006
C -8.027 2.371 0.648
H -10.413 -2.198 1.427
H -9.208 -1.806 2.631
H -8.803 -2.836 1.178
H -7.544 -0.171 -0.643
H -8.449 -1.517 -1.101
H -7.310 -1.642 0.246
H -8.351 0.909 3.068
H -9.367 1.724 4.270
H -9.528 0.042 4.176
H -12.269 1.778 2.207
H -11.769 1.945 3.846
H -11.117 3.080 2.748
H -9.210 2.271 -1.861
H -10.827 2.492 -1.319
H -9.651 3.693 -0.883
H -7.628 1.689 1.399
H -8.028 3.432 0.900
H -7.324 2.211 -0.169
C -6.873 -0.531 -7.238
N -7.218 -1.275 -8.471
C -6.162 -1.484 -9.387
P -8.774 -1.925 -8.807
O -8.875 -3.376 -8.643
N -9.966 -1.134 -7.794
C -11.172 -1.915 -7.413
C -10.305 0.363 -7.996
N -9.263 -1.446 -10.404
C -9.893 -2.479 -11.217
C -9.133 -0.047 -10.994
H -7.366 0.439 -7.177
H -5.815 -0.268 -7.265
H -7.042 -1.134 -6.347
H -5.702 -0.558 -9.733
H -6.521 -1.904 -10.326
H -5.399 -2.051 -8.855
H -11.702 -1.367 -6.634
H -11.918 -1.775 -8.195
H -10.979 -2.923 -7.046
H -11.248 0.460 -8.534
H -10.430 0.824 -7.016
H -9.473 0.904 -8.446
H -10.467 -3.195 -10.629
H -10.541 -2.151 -12.029
H -9.136 -2.995 -11.808
H -8.948 0.058 -12.063
H -8.336 0.511 -10.502
H -10.033 0.531 -10.787
C -0.464 4.041 -6.951
N 0.923 3.630 -7.164
C 0.989 2.481 -8.042
P 2.091 3.785 -5.960
O 1.802 2.997 -4.695
N 3.637 3.501 -6.712
C 4.364 2.219 -6.474
C 4.288 4.342 -7.760
N 2.041 5.518 -5.728
C 2.418 6.561 -6.713
C 1.078 6.032 -4.610
H -0.686 3.980 -5.886
H -1.098 3.634 -7.739
H -0.376 5.101 -7.191
H 0.174 2.583 -8.758
H 0.827 1.612 -7.404
H 1.970 2.421 -8.513
H 5.427 2.386 -6.299
H 3.792 1.753 -5.672
H 4.293 1.503 -7.292
H 3.535 4.886 -8.331
H 4.986 4.961 -7.196
H 4.845 3.776 -8.507
H 1.763 6.617 -7.583
H 2.163 7.457 -6.148
H 3.490 6.621 -6.902
H 0.914 5.271 -3.847
H 0.108 6.278 -5.042
H 1.496 6.836 -4.004
C 14.133 4.858 3.634
N 12.986 4.010 3.740
C 12.902 2.953 2.746
P 11.571 4.269 4.665
O 10.981 3.150 5.361
N 11.771 5.614 5.631
C 11.926 6.983 5.120
C 11.490 5.481 7.128
N 10.396 4.889 3.496
C 8.969 4.999 3.975
C 10.627 5.589 2.213
H 14.504 5.224 4.592
H 13.886 5.735 3.035
H 14.871 4.210 3.163
H 13.899 2.545 2.583
H 12.808 3.515 1.816
H 12.098 2.223 2.841
H 12.803 7.114 4.485
H 10.954 7.361 4.802
H 12.215 7.607 5.966
H 12.425 5.572 7.681
H 10.773 6.212 7.502
H 11.097 4.512 7.434
H 8.868 5.793 4.715
H 8.333 5.190 3.111
H 8.644 4.101 4.500
H 9.916 6.372 1.949
H 10.396 4.972 1.345
H 11.579 6.107 2.098
C 4.663 -6.004 -6.774
N 3.887 -6.255 -8.035
C 4.671 -6.711 -9.188
P 2.552 -5.101 -8.112
O 2.868 -3.696 -8.371
N 1.478 -5.721 -9.362
C 1.245 -7.128 -9.593
C 0.342 -4.794 -9.829
N 1.611 -5.376 -6.732
C 1.049 -6.727 -6.373
C 0.929 -4.214 -6.185
H 5.188 -5.049 -6.739
H 5.518 -6.678 -6.710
H 4.081 -6.213 -5.877
H 4.106 -7.416 -9.797
H 5.568 -7.210 -8.822
H 4.988 -5.944 -9.895
H 1.115 -7.272 -10.666
H 1.948 -7.816 -9.124
H 0.295 -7.458 -9.172
H -0.108 -5.194 -10.738
H -0.403 -4.700 -9.039
H 0.655 -3.776 -10.060
H 1.001 -6.861 -5.292
H 0.046 -6.845 -6.784
H 1.627 -7.539 -6.814
H 0.343 -4.606 -5.354
H 0.153 -3.747 -6.792
H 1.612 -3.557 -5.647
C -0.062 0.271 4.354
N -0.956 -0.032 3.256
C -1.839 -1.138 3.505
P -0.934 0.904 1.798
O -1.853 2.032 1.752
N 0.716 1.352 1.560
C 1.702 0.352 1.311
C 1.274 2.726 1.687
N -1.131 -0.174 0.420
C -1.805 0.355 -0.724
C -0.855 -1.563 0.338
H -0.031 1.346 4.532
H 0.977 0.116 4.064
H -0.368 -0.301 5.231
H -2.749 -1.012 2.918
H -2.155 -1.069 4.546
H -1.400 -2.124 3.356
H 1.547 -0.089 0.327
H 2.672 0.652 1.706
H 1.739 -0.451 2.047
H 1.407 2.968 0.633
H 0.562 3.345 2.233
H 2.238 2.675 2.193
H -2.244 1.331 -0.518
H -1.102 0.468 -1.550
H -2.587 -0.338 -1.032
H -1.637 -2.158 -0.133
H -0.600 -1.985 1.310
H 0.167 -1.569 -0.042
C 6.975 -0.651 6.651
N 6.316 0.270 7.647
O 5.281 0.848 7.371
O 6.907 0.238 8.758
H 6.833 -0.324 5.621
H 6.556 -1.646 6.798
H 7.996 -0.814 6.998
Cl 1.119 7.221 6.067
C 0.789 6.578 7.758
C -0.230 7.444 8.532
Cl -1.848 7.378 7.771
H 1.747 6.494 8.271
H 0.316 5.602 7.647
H 0.182 8.446 8.650
H -0.459 6.898 9.447
```

[2]
ORCA calculation (ωB97M-V/def2-TZVPD) on 2 unconnected molecules or ions with the total composition C28H24F3N2 at a distorted geometry.

Computed properties:
Charge: +1
HOMO energy in eV: -11.475
E_tot in eV: -40551.2973
Lowest unoccupied orbital energy in eV: -3.0497
Molar mass in g mol⁻¹: 445.51
Largest force on an atom in eV/Å: 2.34

```
57
C28H24F3N2 (ωB97M-V/def2-TZVPD)
F -3.637 0.040 1.212
C -2.512 0.031 2.005
C -2.603 0.651 3.244
C -1.470 0.504 4.045
F -1.555 0.978 5.336
C -0.302 -0.124 3.613
C -0.196 -0.667 2.311
C 1.123 -1.397 2.035
C 1.736 -1.730 0.668
C 3.100 -2.094 0.681
C 3.754 -2.659 -0.424
C 3.089 -2.838 -1.646
C 1.745 -2.489 -1.646
F 1.036 -2.756 -2.795
C 1.083 -1.874 -0.565
C -1.362 -0.623 1.524
H -3.490 1.203 3.560
H 0.500 -0.283 4.337
H 1.901 -0.952 2.683
H 3.659 -1.984 1.618
H 4.802 -2.978 -0.354
H 3.584 -3.214 -2.551
H 0.055 -1.536 -0.682
H -1.413 -1.160 0.586
C 0.278 -5.761 4.940
N -0.902 -5.593 4.113
C -1.029 -5.822 2.777
H 0.986 -2.364 2.482
C -0.114 -6.574 1.909
C -0.345 -7.930 1.596
C 0.533 -8.621 0.758
C 1.638 -7.975 0.187
C 1.849 -6.622 0.490
C 0.998 -5.929 1.355
N -2.121 -5.132 2.364
C -2.442 -4.711 1.008
C -2.893 -4.767 3.490
C -2.125 -5.075 4.608
C -2.728 -5.344 5.836
C -4.115 -5.573 5.835
C -4.891 -5.256 4.708
C -4.284 -4.706 3.564
H -0.069 -5.783 5.977
H 0.770 -6.705 4.693
H 1.003 -4.929 4.850
H -1.208 -8.437 2.018
H 0.385 -9.676 0.525
H 2.326 -8.510 -0.489
H 2.693 -6.086 0.063
H 1.166 -4.881 1.605
H -3.525 -4.554 0.978
H -1.953 -3.758 0.715
H -2.158 -5.503 0.311
H -2.129 -5.365 6.741
H -4.618 -5.960 6.721
H -5.969 -5.411 4.741
H -4.840 -4.252 2.748
```